Entry 1:
Computed, not measured: a single C3H4FN molecule in a non-equilibrium geometry, with wB97M-V/def2-TZVPD.

Structure (XYZ):
```
9
C3H4FN wB97M-V/def2-TZVPD
C -1.5652 -0.1034 -0.0417
N -0.3480 0.4171 -0.1150
C 1.0623 0.0000 -0.0314
C 2.3779 0.5597 0.0462
F 3.3862 -0.3039 -0.0447
H -2.3545 0.5707 -0.3115
H -1.7850 -1.1207 0.2834
H 1.1566 -1.0815 -0.1808
H 2.6709 1.5793 0.2219
```

Results
**SMILES**: C=N/C=C/F
**LUMO level**: 0.22 eV
**HOMO energy**: -8.77 eV

Entry 2:
Computed, not measured: 13 unconnected molecules or ions with the total composition C24H52N13O25 in a non-equilibrium geometry, with wB97M-V/def2-TZVPD.

Structure (XYZ):
```
114
C24H52N13O25 wB97M-V/def2-TZVPD
O 2.5981 -1.8025 -2.1585
C 2.0879 -1.3833 -1.1512
C 2.0798 -2.2623 0.1031
C 1.8478 -1.5471 1.4090
C 3.0689 -0.9220 2.0687
C 2.6596 -0.8676 3.5517
C 2.0695 -2.2365 3.7861
N 1.2686 -2.4740 2.5040
C 1.3758 -0.0724 -1.0564
C 2.0650 1.1256 -0.8855
C 1.3526 2.3177 -0.7513
C -0.0377 2.2840 -0.7657
C -0.7232 1.0875 -0.9402
C -0.0127 -0.0925 -1.0901
H 3.0292 -2.8014 0.1215
H 1.3091 -3.0184 -0.0827
H 1.1304 -0.7287 1.3600
H 4.0110 -1.4493 1.9161
H 3.1902 0.1054 1.7227
H 1.9745 -0.0408 3.7239
H 3.5559 -0.6614 4.1362
H 2.8132 -3.0264 3.8406
H 1.3554 -2.2315 4.6054
H 0.3339 -2.1034 2.6815
H 1.1618 -3.4489 2.2335
H 3.1492 1.1074 -0.8549
H 1.9062 3.2388 -0.6388
H -0.5886 3.2057 -0.6295
H -1.8018 1.0284 -0.9259
H -0.5217 -1.0393 -1.2072
C 1.1028 -0.5018 7.8074
N 1.1077 0.4709 6.6796
O 0.6623 0.1096 5.6009
O 1.5539 1.5675 6.9046
H 0.6724 -1.4323 7.4578
H 2.1325 -0.6294 8.1271
H 0.5095 -0.0653 8.6047
C -3.3919 -2.6354 -2.8178
N -3.5160 -1.7288 -1.6454
O -3.2331 -0.5575 -1.8049
O -3.8876 -2.2161 -0.5989
H -3.0532 -2.0487 -3.6635
H -2.6755 -3.4081 -2.5531
H -4.3671 -3.0683 -3.0086
C 2.7627 2.7247 -3.8918
N 2.5129 4.0188 -4.5842
O 1.4784 4.6046 -4.3381
O 3.3725 4.4121 -5.3439
H 1.9175 2.5134 -3.2520
H 2.8834 1.9616 -4.6552
H 3.6762 2.8462 -3.3175
C -4.5901 1.9382 -4.8759
N -4.8185 0.4708 -4.9708
O -4.2043 -0.1497 -5.8166
O -5.6016 -0.0135 -4.1850
H -3.8688 2.2202 -5.6328
H -5.5477 2.4244 -5.0342
H -4.2207 2.1384 -3.8747
C -2.1941 -4.7634 0.8495
N -1.5824 -3.4179 0.6775
O -1.5383 -2.6685 1.6407
O -1.1640 -3.1346 -0.4238
H -2.5302 -4.8619 1.8719
H -3.0282 -4.8276 0.1569
H -1.4345 -5.4996 0.6020
C -4.0732 -7.2843 4.2916
N -4.1378 -6.8568 2.8677
O -3.3327 -7.3281 2.0832
O -4.9966 -6.0583 2.5663
H -3.2635 -7.9988 4.3868
H -3.9042 -6.3983 4.8898
H -5.0302 -7.7305 4.5401
C 3.2930 7.2011 -2.1399
N 2.5937 5.9996 -1.6183
O 3.2626 5.0163 -1.3422
O 1.3928 6.0595 -1.5013
H 4.3530 6.9881 -2.1901
H 2.8835 7.3996 -3.1253
H 3.0886 8.0195 -1.4614
C -6.6624 -5.0533 7.9309
N -6.1564 -5.7814 6.7348
O -6.4110 -6.9618 6.6365
O -5.5196 -5.1373 5.9247
H -7.2070 -5.7558 8.5495
H -5.8002 -4.6464 8.4498
H -7.3039 -4.2544 7.5722
C -3.0065 -4.3416 -6.5223
N -3.7279 -5.2735 -5.6097
O -4.4043 -4.7876 -4.7236
O -3.5962 -6.4570 -5.8179
H -3.2273 -3.3246 -6.2192
H -1.9475 -4.5671 -6.4416
H -3.3613 -4.5393 -7.5288
C 4.6436 11.3993 0.2629
N 4.4256 9.9315 0.1528
O 4.9949 9.3298 -0.7388
O 3.6838 9.4220 0.9618
H 5.3231 11.7021 -0.5241
H 3.6728 11.8751 0.1613
H 5.0606 11.5895 1.2468
C 5.0265 -5.3390 -0.3880
N 3.9703 -6.0766 0.3600
O 3.2538 -5.4493 1.1259
O 3.8857 -7.2610 0.1592
H 4.9836 -4.2940 -0.1075
H 5.9795 -5.7845 -0.1201
H 4.8256 -5.4750 -1.4461
C 1.5178 9.7792 -4.2099
N 0.9431 10.3557 -2.9629
O 0.4218 11.4459 -3.0293
O 1.0407 9.6831 -1.9561
H 1.3582 10.4797 -5.0203
H 2.5764 9.6181 -4.0300
H 1.0107 8.8370 -4.3976
```

Results
**Total charge**: +1
**LUMO level**: -2.51 eV
**HOMO energy**: -11.53 eV

Entry 3:
Computed, not measured: a single C19H29NO3 molecule, with wB97M-V/def2-TZVPD.

Structure (XYZ):
```
52
C19H29NO3 wB97M-V/def2-TZVPD
O 2.2644 3.0045 -1.0533
C 1.5033 1.8324 -1.2312
C 1.0886 1.1541 0.0940
C 2.3812 0.7175 0.8177
C 2.9770 -0.6334 0.4107
C 4.2993 -0.8742 1.1533
C 4.9038 -2.2101 0.7267
C 5.0442 -2.2291 -0.7931
C 3.6883 -1.9113 -1.4221
O 3.1833 -0.6715 -0.9898
C 0.1556 -0.0316 -0.1822
C -1.2344 0.3976 -0.6455
N -1.8461 1.2978 0.3139
C -3.2269 1.5847 -0.0282
C -4.0955 0.3663 0.1327
C -3.9284 -0.4584 1.2402
C -4.7314 -1.5699 1.4050
C -5.7143 -1.8701 0.4771
C -5.8886 -1.0493 -0.6290
O -6.8390 -1.2975 -1.5727
C -5.0736 0.0653 -0.7989
C -1.0472 2.4971 0.4601
C 0.3250 2.1236 1.0126
H 1.7090 3.6703 -0.6333
H 2.1494 1.1455 -1.7782
H 0.6216 2.0495 -1.8465
H 2.1984 0.6669 1.8932
H 3.1301 1.4908 0.6359
H 2.2793 -1.4454 0.6832
H 4.1217 -0.8602 2.2295
H 4.9898 -0.0661 0.9046
H 5.8756 -2.3560 1.2022
H 4.2471 -3.0254 1.0423
H 5.3917 -3.2024 -1.1420
H 5.7641 -1.4696 -1.1029
H 3.7679 -1.8346 -2.5091
H 2.9718 -2.7127 -1.1738
H 0.5958 -0.6782 -0.9412
H 0.0387 -0.6005 0.7422
H -1.8709 -0.4872 -0.7293
H -1.1788 0.8617 -1.6473
H -3.3246 1.9811 -1.0558
H -3.5854 2.3581 0.6608
H -3.1580 -0.2201 1.9558
H -4.5985 -2.2117 2.2636
H -6.3454 -2.7395 0.6086
H -7.3307 -2.0934 -1.3371
H -5.2254 0.6851 -1.6692
H -1.5505 3.1608 1.1701
H -0.9512 3.0435 -0.4969
H 0.1653 1.6304 1.9734
H 0.9136 3.0248 1.1990
```

Results
**SMILES**: OCC1(C[C@@H]2CCCCO2)CCN(Cc2cccc(O)c2)CC1
**LUMO level**: 0.78 eV
**HOMO energy**: -8.48 eV

Entry 4:
Computed, not measured: a single C4H9NO molecule, with wB97M-V/def2-TZVPD.

Structure (XYZ):
```
15
C4H9NO wB97M-V/def2-TZVPD
C -0.3927 -2.2468 -0.7957
C 0.5293 -1.0910 -0.4363
C -0.2306 0.0543 0.2187
O -1.3987 -0.0342 0.5614
N 0.4908 1.2021 0.3590
C -0.1087 2.4258 0.8448
H -1.1997 -1.9009 -1.4487
H 0.1610 -3.0393 -1.3100
H -0.8557 -2.6622 0.1033
H 1.3281 -1.4182 0.2428
H 1.0295 -0.6991 -1.3312
H 1.4686 1.1978 0.1155
H 0.2652 3.2748 0.2662
H -1.1878 2.3448 0.7017
H 0.1015 2.5920 1.9085
```

Results
**SMILES**: CCC(=O)NC
**LUMO level**: 0.89 eV
**HOMO energy**: -9.61 eV

It is found that the energy above the lowest of the compared OMol25 structures with the same formula, charge and spin values, taken in the order of the records, are 54.06, 0.00, 11.11, 6.47 kcal/mol.